Record 1
ORCA calculation (wB97M-V/def2-TZVPD) on C3H14N2O2S as an isolated structure.

Its gap between HOMO and LUMO is 8.4 eV. The calculation puts the HOMO energy at -8.767 eV. The calculation puts the LUMO energy at -0.4 eV.

Structure (XYZ):
```
22
Properties=species:S:1:pos:R:3:forces:R:3
C -0.84993 0.05435 0.61958 1.1 1.1 -0.3
C -2.33892 0.03210 0.90936 0.1 0.6 1.6
S -3.27177 -0.51764 -0.51052 1.3 -4.2 0.9
N -0.01975 0.95511 1.46144 -0.9 -0.1 -0.2
C 1.39040 0.74664 1.19526 0.8 0.1 0.1
N 1.79973 0.94424 -0.18137 -0.4 0.4 -0.2
H -0.71480 0.50847 -0.35288 -0.4 0.0 -0.3
H -0.35184 -0.91737 0.44338 -0.5 -0.3 0.7
H -2.65463 -0.53647 1.79519 0.4 -0.5 -0.4
H -2.69988 1.01247 1.26797 0.3 0.1 -0.9
H -2.62446 -2.17630 -0.16385 -1.6 3.6 -1.2
H -0.26442 0.94735 2.44516 0.3 -0.3 -0.1
H 1.68585 -0.27197 1.45450 0.2 -0.3 0.2
H 2.02839 1.44693 1.76789 -0.7 -0.3 0.2
H 1.37003 1.80261 -0.49887 0.2 0.4 -0.1
H 1.44458 0.25509 -0.83118 0.0 -0.4 0.1
H -0.74791 0.40725 -3.55239 0.1 0.0 0.0
H -1.51336 0.16612 -2.25168 0.2 0.0 0.0
O -0.64768 0.44053 -2.59547 -0.2 0.0 -0.1
H 3.00613 -1.20910 -0.25121 0.0 0.2 -0.1
H 3.34710 -2.33016 -1.22712 0.0 0.0 0.0
O 2.62716 -1.76026 -0.94320 0.0 -0.2 0.0
```
Positions in Å, forces in eV/Å.

Atom charges from the natural (NBO) analysis, given in e for atoms 1 to 4: -0.265 -0.570 -0.028 -0.650

***

Record 2
ORCA calculation (wB97M-V/def2-TZVPD) on one molecule with the formula C4H8O3.

Its gap between HOMO and LUMO is 10.9 eV. The calculation puts the HOMO energy at -10.090 eV. The calculation puts the LUMO energy at 0.9 eV. Its SMILES is C[C@H](CO)OC=O.

Structure (XYZ):
```
15
Properties=species:S:1:pos:R:3:forces:R:3
C -0.98424 1.97372 0.58405 0.2 0.3 1.3
C -0.54342 0.53328 0.29145 -0.2 1.1 1.8
C 0.59160 0.15067 1.29769 -0.8 -0.6 -1.4
O 0.72190 -1.23535 1.48496 -0.1 -0.8 -0.6
O -0.27411 0.54006 -1.11705 0.4 0.4 0.6
C 0.12523 -0.56402 -1.66744 0.7 -1.7 -1.9
O 0.41747 -1.64450 -1.16230 -0.6 1.8 -0.6
H -1.34119 2.27970 1.62568 0.4 -1.1 -1.3
H -0.16154 2.62982 0.38690 0.9 0.4 0.0
H -1.69914 2.28986 -0.12336 -1.2 0.2 -0.7
H -1.37667 -0.14161 0.40149 -0.2 -0.4 0.4
H 0.20271 0.58232 2.22326 0.5 -0.1 0.1
H 1.55485 0.59310 0.98498 -0.4 0.2 0.2
H 0.61420 -1.71825 0.60884 0.3 1.1 1.2
H 0.14971 -0.35849 -2.78722 0.2 -0.6 1.1
```
Positions in Å, forces in eV/Å.

Atom charges from the natural (NBO) analysis, given in e for atoms 1 to 4: -0.630 0.048 -0.076 -0.748

***

Record 3
ORCA calculation (wB97M-V/def2-TZVPD) on C4H7O3V as an isolated structure.

Its gap between HOMO and LUMO (spin up / spin down) is 7.8 / 9.2 eV. The calculation puts the HOMO energy (spin up / spin down) at -7.511 / -9.464 eV. The calculation puts the LUMO energy (spin up / spin down) at 0.2 / -0.2 eV. The spin multiplicity is 5.

Structure (XYZ):
```
15
Properties=species:S:1:pos:R:3:forces:R:3
O 1.90024 1.13276 -0.16429 0.7 -0.2 -0.4
C 2.32035 -0.14529 0.14268 0.6 -3.7 -1.0
C 1.25268 -1.16464 -0.10391 -0.9 0.3 1.0
O 0.02746 -0.70916 0.35422 -0.4 -0.5 0.3
C -1.19354 -1.25850 -0.16179 -0.5 -0.4 -0.4
C -2.27225 -0.20610 0.09942 -0.5 -0.6 0.2
O -1.86096 1.05912 -0.30510 0.0 0.0 -0.1
V 0.00201 1.27923 -0.06321 0.1 1.0 0.0
H 2.78350 -0.23593 1.14990 -0.2 0.2 -0.5
H 1.27857 -2.09962 -0.67255 -0.1 0.5 0.3
H -1.41035 -2.21626 0.33348 0.1 0.2 -0.1
H -1.06258 -1.42530 -1.24262 0.0 0.1 0.2
H -2.51814 -0.22656 1.18138 0.1 0.1 -0.3
H -3.18406 -0.53812 -0.43366 0.2 0.1 0.1
H 2.94206 -0.90832 -0.55794 0.9 2.9 0.6
```
Positions in Å, forces in eV/Å.

Atom charges from the natural (NBO) analysis, given in e for atoms 1 to 4: -0.855 -0.130 0.078 -0.556

***

Record 4
ORCA calculation (wB97M-V/def2-TZVPD) on one molecule with the formula C3H5NO2.

Its gap between HOMO and LUMO is 10.9 eV. The calculation puts the HOMO energy at -10.096 eV. The calculation puts the LUMO energy at 0.8 eV. Its SMILES is O=CCNC=O.

Structure (XYZ):
```
11
Properties=species:S:1:pos:R:3:forces:R:3
O 1.82929 -1.31770 -0.40886 0.0 0.4 0.3
C 1.66379 -0.42553 0.38712 0.0 -0.2 -0.2
C 0.45731 0.47793 0.37084 0.0 -0.1 0.1
N -0.48579 0.10112 -0.63986 -0.1 0.0 0.0
C -1.81374 -0.07253 -0.37076 0.0 0.0 0.0
O -2.31819 -0.13143 0.72948 0.2 0.3 -0.3
H 2.41628 -0.20096 1.16863 0.0 0.0 -0.1
H -0.04237 0.47120 1.34479 0.1 -0.1 0.0
H 0.80395 1.51148 0.20070 0.1 -0.2 0.1
H -0.12160 -0.34238 -1.47194 0.0 0.3 0.0
H -2.38895 -0.07120 -1.31014 -0.2 -0.4 0.1
```
Positions in Å, forces in eV/Å.

Atom charges from the natural (NBO) analysis, given in e for atoms 1 to 4: -0.521 0.436 -0.348 -0.630